Entry from OMol25: C3H7O4P in the gas phase (ωB97M-V/def2-TZVPD).

Summary:
energy relative to the best compared isomer or geometry (same formula, charge and spin) = 0.0 kcal per mole
multiplicity = 3
HOMO-LUMO gap (spin up / spin down) = 5.7 / 6.9 eV
HOMO (spin up / spin down) = -4.97 / -9.88 eV
total energy = -20698.4784 eV

Each line ends with the Löwdin charge.
Positions of all 15 atoms, in Å:
1 C 0.781 0.915 0.551  -0.100
2 C 0.670 -0.524 0.924  -0.466
3 C -0.541 -0.412 -1.563  -0.748
4 O -1.951 0.023 0.481  -0.279
5 O 0.553 -0.629 2.404  -0.094
6 O 0.428 -0.909 -2.282  0.061
7 O -1.325 0.413 -1.969  0.001
8 P -0.921 -1.199 0.132  1.036
9 H 1.609 1.263 1.171  0.100
10 H -0.065 1.618 0.667  0.107
11 H 1.182 0.943 -0.400  0.051
12 H 1.623 -0.949 0.730  0.110
13 H -0.062 -0.026 2.751  0.043
14 H 0.404 -0.808 -3.233  0.120
15 H -2.385 0.284 -0.364  0.059

Entry from OMol25: a molecular structure, C3H7OPS (ωB97M-V/def2-TZVPD).

Summary:
energy relative to the best compared isomer or geometry (same formula, charge and spin) = 109.5 kcal per mole
HOMO-LUMO gap (spin up / spin down) = 7.1 / 7.1 eV
HOMO (spin up / spin down) = -7.69 / -7.69 eV
total energy = -25391.4216 eV

Each line ends with the Löwdin charge.
Positions of all 13 atoms, in Å:
1 C -1.025 -1.927 -0.033  -0.009
2 C -0.133 -1.158 0.558  -0.373
3 C -0.736 1.900 0.194  0.007
4 O 0.569 -0.091 -1.782  -0.491
5 P 2.670 0.075 0.428  0.456
6 S 0.737 0.112 -0.357  0.413
7 H -1.555 -2.707 0.486  0.067
8 H -1.239 -1.792 -1.081  0.063
9 H 0.161 -1.205 1.594  0.068
10 H -0.642 2.555 -0.648  0.012
11 H -1.665 1.373 0.283  0.007
12 H -0.293 2.243 1.108  0.010
13 H 3.152 0.623 -0.750  -0.231

Entry from OMol25: a gas-phase ion, C3H7OS (charge -1) (ωB97M-V/def2-TZVPD).

Summary:
total charge = -1
energy relative to the best compared isomer or geometry (same formula, charge and spin) = 39.7 kcal per mole
HOMO-LUMO gap = 5.8 eV
HOMO = -2.41 eV
total energy = -16106.5563 eV

Each line ends with the Löwdin charge.
Positions of all 12 atoms, in Å:
1 O 2.096 -0.458 -0.248  -0.347
2 C 1.031 -1.201 0.017  -0.570
3 C -0.380 -0.450 0.003  -0.267
4 C -0.150 1.042 0.283  -0.591
5 S -1.400 2.229 -0.366  0.591
6 H 0.919 -2.141 -0.576  0.062
7 H 1.020 -1.635 1.086  0.067
8 H -0.979 -0.793 0.852  0.077
9 H -0.967 -0.601 -0.911  0.068
10 H -0.025 1.221 1.351  0.062
11 H 0.758 1.379 -0.196  0.031
12 H -1.923 1.409 -1.295  -0.182

Entry from OMol25: a gas-phase ion, C3H7OS (charge -1) (ωB97M-V/def2-TZVPD).

Summary:
total charge = -1
energy relative to the best compared isomer or geometry (same formula, charge and spin) = 40.7 kcal per mole
HOMO-LUMO gap = 5.6 eV
HOMO = -2.36 eV
total energy = -16106.5136 eV

Each line ends with the Löwdin charge.
Positions of all 12 atoms, in Å:
1 O 1.216 -1.704 -0.308  -0.348
2 C 0.170 -1.209 -0.968  -0.604
3 C -0.618 -0.120 -0.210  -0.320
4 C 0.389 0.847 0.421  -0.577
5 S -0.488 2.036 1.545  0.594
6 H 0.379 -0.848 -2.016  0.066
7 H -0.635 -1.983 -1.272  0.074
8 H -1.236 -0.518 0.594  0.079
9 H -1.167 0.367 -1.027  0.087
10 H 1.206 0.330 0.921  0.057
11 H 0.920 1.278 -0.431  0.068
12 H -0.134 1.524 2.751  -0.176

Entry from OMol25: a molecular structure, C3H7OSn (ωB97M-V/def2-TZVPD).

Summary:
total charge = +1
energy relative to the best compared isomer or geometry (same formula, charge and spin) = 54.7 kcal per mole
HOMO-LUMO gap = 5.4 eV
HOMO = -12.92 eV
total energy = -11091.5840 eV

Each line ends with the Löwdin charge.
Positions of all 12 atoms, in Å:
1 Sn 7.635 2.621 -24.533  1.425
2 C 3.826 4.921 -22.043  -0.043
3 C 5.241 4.646 -22.571  -0.615
4 C 5.738 3.414 -21.808  -0.106
5 O 5.287 4.473 -23.932  -0.213
6 H 3.835 5.083 -20.965  0.088
7 H 3.157 4.067 -22.185  0.087
8 H 3.284 5.742 -22.510  0.086
9 H 5.899 5.492 -22.338  0.132
10 H 5.123 2.532 -22.006  0.090
11 H 5.706 3.493 -20.721  0.095
12 H 6.783 3.261 -22.151  -0.028

Entry from OMol25: C3H7P in the gas phase (ωB97M-V/def2-TZVPD).

Summary:
energy relative to the best compared isomer or geometry (same formula, charge and spin) = 34.5 kcal per mole
HOMO-LUMO gap = 9.4 eV
HOMO = -8.58 eV
total energy = -12510.5871 eV

Each line ends with the Löwdin charge.
Positions of all 11 atoms, in Å:
1 C 0.531 2.127 0.519  -0.100
2 C 0.186 0.970 1.148  -0.394
3 P -0.918 -0.345 0.138  0.823
4 C -0.210 -1.967 -0.784  -0.347
5 H 0.415 1.862 -0.527  0.006
6 H 0.912 3.040 1.075  0.077
7 H 0.031 0.803 2.209  0.015
8 H -0.740 0.362 -1.036  -0.116
9 H -0.884 -2.437 -1.552  0.035
10 H -0.117 -2.750 -0.035  -0.012
11 H 0.792 -1.663 -1.155  0.014